A cluster of 6 separate species, C39H84BN7O13PS in total in a non-equilibrium geometry. Source: the Open Molecules 2025 dataset; level of theory: ωB97M-V/def2-TZVPD.

## Properties
HOMO energy, Ha: -0.1844
Net charge: -1
Lowest unoccupied orbital energy, eV: 1.9
2S+1: 1
Frontier orbital gap, eV: 6.8684

Bonds (Å) are listed after each position.
Atoms and positions in Å:
1 C -0.59409 7.55399 -0.11686  C2 1.523, H38 1.086, H39 1.087, H40 1.087
2 C -0.44672 6.70655 1.13993  C1 1.523, C3 1.532, H41 1.084, H42 1.087
3 C 0.90864 6.91182 1.82471  C2 1.532, C4 1.536, H43 1.088, H44 1.086
4 C 1.58393 5.60876 2.27729  C3 1.536, C5 1.519, H45 1.090, H46 1.083
5 C 2.63173 5.15060 1.27731  C4 1.519, C6 1.526, H47 1.086, H48 1.091
6 C 3.42964 3.93864 1.74915  C5 1.526, C7 1.526, H49 1.088, H50 1.088
7 C 3.67156 2.90293 0.65481  C6 1.526, C8 1.523, H51 1.090, H52 1.090
8 C 4.31131 1.61396 1.15305  C7 1.523, C9 1.534, H53 1.090, H54 1.088
9 C 4.04188 0.40771 0.24472  C8 1.534, C10 1.527, H55 1.090, H56 1.089
10 C 2.85890 -0.44550 0.69539  C9 1.527, C11 1.547, H57 1.087, H58 1.086
11 C 2.36978 -1.42855 -0.39393  C10 1.547, B12 1.642, H59 1.090, H60 1.090
12 B 0.75636 -1.47560 -0.69750  C11 1.642, C13 1.675, O17 1.477, O37 1.503
13 C 0.52486 -1.69644 -2.34118  B12 1.675, O14 1.487, H61 1.087, H62 1.086
14 O 1.42628 -2.74979 -2.87953  C13 1.487, N15 1.382
15 N 1.91057 -2.35040 -4.11113  O14 1.382, O16 1.175
16 O 3.08045 -2.23920 -4.10312  N15 1.175
17 O -0.01464 -0.26457 -0.35085  B12 1.477, C18 1.403
18 C -0.93783 -0.55524 0.66531  O17 1.403, C19 1.527, C27 1.568, H63 1.098
19 C -0.94892 0.45614 1.80914  C18 1.527, C20 1.529, H64 1.089, H65 1.085
20 C -2.35151 1.03321 2.00008  C19 1.529, C21 1.535, H66 1.088, H67 1.089
21 C -2.72782 2.07562 0.93803  C20 1.535, C22 1.525, H68 1.087, H69 1.087
22 C -3.99288 1.71673 0.16477  C21 1.525, N23 1.490, H70 1.089, H71 1.083
23 N -5.24188 2.00877 0.92242  C22 1.490, C24 1.413, H72 1.012
24 C -5.90734 3.19072 0.52674  N23 1.413, C25 1.499, O26 1.268
25 C -5.32465 4.46988 1.04860  C24 1.499, H73 1.085, H74 1.081, H75 1.083
26 O -6.94630 3.18226 -0.20095  C24 1.268
27 C -0.89094 -2.09936 0.93375  C18 1.568, O28 1.404, P33 1.848, O37 1.387
28 O -2.13593 -2.69548 0.67582  C27 1.404, C29 1.421
29 C -3.04401 -2.85548 1.75665  O28 1.421, C30 1.502, H76 1.090, H77 1.090
30 C -4.40369 -3.12903 1.17901  C29 1.502, C31 1.525, H78 1.090, H79 1.089
31 C -4.97142 -1.97813 0.35427  C30 1.525, C32 1.531, H80 1.089, H81 1.088
32 C -4.92463 -2.16412 -1.16514  C31 1.531, H82 1.086, H83 1.085, H84 1.085
33 P -0.08174 -2.76430 2.45570  C27 1.848, O34 1.600, O35 1.583, S36 1.945
34 O -0.17428 -4.35404 2.30185  P33 1.600, H85 0.976
35 O 1.46379 -2.45001 2.32421  P33 1.583, H86 0.955
36 S -0.77575 -2.23763 4.19414  P33 1.945
37 O -0.03060 -2.57732 -0.04391  B12 1.503, C27 1.387
38 H -1.59820 7.51341 -0.52888  C1 1.086
39 H 0.09857 7.20633 -0.87867  C1 1.087
40 H -0.34079 8.58752 0.10667  C1 1.087
41 H -1.23288 6.99827 1.82718  C2 1.084
42 H -0.56388 5.66036 0.86975  C2 1.087
43 H 1.56404 7.40354 1.10907  C3 1.088
44 H 0.78166 7.56686 2.68216  C3 1.086
45 H 0.81971 4.83201 2.29527  C4 1.090
46 H 2.02429 5.72742 3.26008  C4 1.083
47 H 3.29845 5.98427 1.07918  C5 1.086
48 H 2.11489 4.90184 0.34936  C5 1.091
49 H 2.90939 3.44673 2.56843  C6 1.088
50 H 4.41031 4.27166 2.08308  C6 1.088
51 H 2.73411 2.65802 0.15479  C7 1.090
52 H 4.31873 3.35770 -0.09547  C7 1.090
53 H 5.38994 1.76658 1.20179  C8 1.090
54 H 3.97502 1.39979 2.16520  C8 1.088
55 H 4.93326 -0.22007 0.24261  C9 1.090
56 H 3.90269 0.75008 -0.78017  C9 1.089
57 H 2.05605 0.20500 1.03423  C10 1.087
58 H 3.22548 -1.02068 1.54038  C10 1.086
59 H 2.76910 -2.41376 -0.15361  C11 1.090
60 H 2.86529 -1.12910 -1.31759  C11 1.090
61 H -0.48745 -2.06025 -2.49932  C13 1.087
62 H 0.69632 -0.78575 -2.90746  C13 1.086
63 H -1.92509 -0.45992 0.19436  C18 1.098
64 H -0.30069 1.26864 1.48426  C19 1.089
65 H -0.53161 0.09354 2.74239  C19 1.085
66 H -2.39035 1.49402 2.98446  C20 1.088
67 H -3.08903 0.23156 2.00652  C20 1.089
68 H -2.89671 3.02540 1.43952  C21 1.087
69 H -1.91448 2.23531 0.23485  C21 1.087
70 H -4.00339 2.25379 -0.78266  C22 1.089
71 H -3.97563 0.65683 -0.05744  C22 1.083
72 H -5.91602 1.27302 0.75641  N23 1.012
73 H -4.68185 4.89093 0.28208  C25 1.085
74 H -4.74500 4.31551 1.94799  C25 1.081
75 H -6.13953 5.15746 1.23818  C25 1.083
76 H -3.07868 -1.96587 2.38475  C29 1.090
77 H -2.72971 -3.68351 2.39128  C29 1.090
78 H -5.06358 -3.31269 2.02685  C30 1.090
79 H -4.38832 -4.06027 0.61532  C30 1.089
80 H -4.43838 -1.05944 0.59319  C31 1.089
81 H -6.00275 -1.80459 0.65487  C31 1.088
82 H -5.75276 -1.63560 -1.62812  C32 1.086
83 H -4.95493 -3.21866 -1.41836  C32 1.085
84 H -4.02106 -1.73189 -1.58123  C32 1.085
85 H -0.14789 -4.71363 1.39488  O34 0.976
86 H 1.95816 -3.26244 2.23776  O35 0.955
87 C 2.33640 -6.17607 -0.91095  C88 1.509, H92 1.085, H93 1.093, H94 1.087
88 C 0.84464 -6.39723 -0.87019  C87 1.509, O89 1.217, N90 1.361
89 O 0.10905 -5.71127 -0.18534  C88 1.217
90 N 0.33385 -7.39389 -1.64301  C88 1.361, C91 1.447, H95 1.006
91 C 1.04708 -8.29017 -2.52749  N90 1.447, H96 1.092, H97 1.092, H98 1.084
92 H 2.56934 -5.34118 -0.25900  C87 1.085
93 H 2.87057 -7.06579 -0.56932  C87 1.093
94 H 2.65893 -5.92256 -1.91725  C87 1.087
95 H -0.66627 -7.48291 -1.57418  N90 1.006
96 H 0.69586 -8.17944 -3.55536  C91 1.092
97 H 0.89941 -9.32983 -2.22615  C91 1.092
98 H 2.10856 -8.07180 -2.50384  C91 1.084
99 C -5.81911 -0.29679 -5.69009  C100 1.513, H104 1.085, H105 1.091, H106 1.091
100 C -4.97512 -1.28638 -4.91655  C99 1.513, O101 1.213, N102 1.364
101 O -4.10369 -0.93288 -4.14961  C100 1.213
102 N -5.23342 -2.61150 -5.10797  C100 1.364, C103 1.448, H107 1.007
103 C -6.22522 -3.21932 -5.96972  N102 1.448, H108 1.092, H109 1.092, H110 1.084
104 H -5.49077 0.70173 -5.42306  C99 1.085
105 H -5.69787 -0.43583 -6.76507  C99 1.091
106 H -6.87476 -0.40189 -5.43719  C99 1.091
107 H -4.64063 -3.21462 -4.56084  N102 1.007
108 H -6.92353 -3.82501 -5.38838  C103 1.092
109 H -5.75049 -3.86592 -6.71086  C103 1.092
110 H -6.78831 -2.45432 -6.49272  C103 1.084
111 C 4.09810 9.53046 3.93527  C112 1.513, H116 1.085, H117 1.091, H118 1.090
112 C 4.67556 8.33919 3.20376  C111 1.513, O113 1.216, N114 1.362
113 O 4.06289 7.29549 3.08795  C112 1.216
114 N 5.92038 8.47822 2.66934  C112 1.362, C115 1.449, H119 1.007
115 C 6.79032 9.63625 2.70493  N114 1.449, H120 1.092, H121 1.092, H122 1.084
116 H 3.11164 9.25614 4.29320  C111 1.085
117 H 4.72129 9.80603 4.78669  C111 1.091
118 H 4.00761 10.39041 3.27086  C111 1.090
119 H 6.24635 7.65139 2.19584  N114 1.007
120 H 7.01829 9.97903 1.69393  C115 1.092
121 H 7.73172 9.39672 3.20303  C115 1.092
122 H 6.31393 10.44787 3.24319  C115 1.084
123 C 6.77437 -1.42250 -8.03187  C124 1.513, H128 1.085, H129 1.090, H130 1.090
124 C 7.27470 -2.79017 -7.62220  C123 1.513, O125 1.222, N126 1.354
125 O 8.08315 -3.40797 -8.29896  C124 1.222
126 N 6.78512 -3.30279 -6.46833  C124 1.354, C127 1.457, H131 1.006
127 C 5.82441 -2.70883 -5.54803  N126 1.457, H132 1.090, H133 1.088, H134 1.083
128 H 7.25493 -1.15533 -8.96704  C123 1.085
129 H 5.69390 -1.42981 -8.17540  C123 1.090
130 H 7.02167 -0.67515 -7.27792  C123 1.090
131 H 7.15255 -4.21318 -6.24703  N126 1.006
132 H 6.27562 -2.59508 -4.56190  C127 1.090
133 H 4.94828 -3.34588 -5.45093  C127 1.088
134 H 5.50173 -1.73542 -5.89541  C127 1.083
135 C -3.79173 -5.75634 7.50018  C136 1.514, H140 1.085, H141 1.090, H142 1.090
136 C -4.25541 -6.05825 6.09116  C135 1.514, O137 1.224, N138 1.351
137 O -5.40755 -6.39795 5.85731  C136 1.224
138 N -3.33928 -5.93416 5.10625  C136 1.351, C139 1.458, H143 1.007
139 C -1.93728 -5.54664 5.20992  N138 1.458, H144 1.090, H145 1.092, H146 1.084
140 H -4.63414 -5.89934 8.16896  C135 1.085
141 H -2.98366 -6.42569 7.79619  C135 1.090
142 H -3.44184 -4.72721 7.58115  C135 1.090
143 H -3.70337 -6.13899 4.19011  N138 1.007
144 H -1.73816 -4.64774 4.62650  C139 1.090
145 H -1.30386 -6.34951 4.82719  C139 1.092
146 H -1.67363 -5.35179 6.24322  C139 1.084